(1)
DFT (ωB97M-V/def2-TZVPD) results for a molecular structure, C3H8N2O2 at a distorted geometry.

Calculated values
Orbital gap (alpha / beta) ... 7.94 / 7.94 eV
LUMO level (alpha / beta) ... -0.41 / -0.41 eV
Energy relative to the best compared isomer or geometry (same formula, charge and spin) ... 157.4 kcal per mole
HOMO energy (alpha / beta) ... -8.35 / -8.35 eV

```
! wB97M-V def2-TZVPD RIJCOSX def2/J DEFGRID3
* xyz 0 1
C 0.5357 0.7655 -0.5743
C -1.4064 -0.1733 1.7788
C 1.3688 -0.1200 -1.4742
N -1.6843 -0.4859 0.4962
O -0.5314 1.3433 -1.1778
N 0.4850 0.0871 1.2257
O 0.8939 -1.0418 1.4021
H -1.1491 0.6147 -1.3792
H -1.1502 -1.3238 0.2499
H 1.1520 1.5800 -0.1897
H -1.3430 -0.9468 2.5491
H -1.9563 0.6740 2.1811
H 2.2260 -0.5080 -0.9257
H 0.7734 -0.9401 -1.8711
H 1.7861 0.4751 -2.2908
*
```

***

(2)
DFT (ωB97M-V/def2-TZVPD) results for a single C2H4N4S molecule at a distorted geometry.

Calculated values
Orbital gap ... 7.94 eV
LUMO level ... -0.46 eV
Energy relative to the best compared isomer or geometry (same formula, charge and spin) ... 158.9 kcal per mole
HOMO energy ... -8.40 eV

```
! wB97M-V def2-TZVPD RIJCOSX def2/J DEFGRID3
* xyz 0 1
H -1.6644 -3.6842 -0.5022
N -1.4521 -2.6617 -0.7417
N -1.5099 -1.7921 0.1253
S -1.1501 -0.2235 0.3215
N -0.8997 0.8332 -1.0230
N 0.0930 1.5770 -0.8224
C 0.8184 1.8176 0.2982
C 1.4945 0.7088 0.6912
H 0.8564 2.9958 0.3882
H 2.4188 0.6227 1.2041
H 0.9951 -0.1935 0.0609
*
```

***

(3)
DFT (ωB97M-V/def2-TZVPD) results for 2 unconnected molecules or ions with the total composition C3H3ClF2 at a distorted geometry.

Calculated values
Orbital gap ... 9.81 eV
LUMO level ... 0.37 eV
Energy relative to the best compared isomer or geometry (same formula, charge and spin) ... 85.4 kcal per mole
HOMO energy ... -9.44 eV

```
! wB97M-V def2-TZVPD RIJCOSX def2/J DEFGRID3
* xyz 0 1
C -0.7347 -0.3395 0.3653
C -1.4440 0.6949 0.0266
C 1.4302 -0.3795 -0.3158
F -2.7453 0.7759 0.3264
F 2.0026 -1.1502 0.6418
Cl 1.9033 1.2045 -0.1684
H -0.9099 -1.3068 0.7572
H -0.9170 1.5185 -0.3361
H 1.4149 -1.0177 -1.2969
*
```

***

(4)
DFT (ωB97M-V/def2-TZVPD) results for a molecular structure, C18H28N4PrS2 at a distorted geometry.

Calculated values
⟨S²⟩ ... 2.003
Orbital gap (alpha / beta) ... 6.83 / 7.48 eV
LUMO level (alpha / beta) ... -10.44 / -9.79 eV
HOMO energy (alpha / beta) ... -17.27 / -17.27 eV

```
! wB97M-V def2-TZVPD RIJCOSX def2/J DEFGRID3
* xyz 3 3
Pr 0.6742 -0.8295 -0.1360
S -1.3154 1.3733 -0.4078
S -1.0553 -3.2085 -0.5771
C -3.1333 1.5959 -0.5134
C -0.8955 1.7288 -2.1249
C -1.3102 0.5335 -2.9703
N -0.5925 -0.6750 -2.4478
C -1.2325 -1.8921 -3.0595
C -0.7865 -3.1627 -2.3845
H 0.1913 1.9135 -2.2012
H -1.3979 2.6507 -2.4517
H -1.0726 0.7213 -4.0335
H -2.3908 0.3960 -2.9050
H -0.9423 -1.9324 -4.1156
H -2.3191 -1.7650 -2.9967
H 0.2788 -3.3681 -2.5574
H -1.3651 -3.9999 -2.7785
C -2.8800 -3.1567 -0.5547
H 0.3271 -0.5923 -2.8946
H -3.2606 -2.2870 -1.1033
H -3.1878 -3.0905 0.4940
H -3.2819 -4.0869 -0.9854
H -3.5068 1.6602 0.5172
H -3.6149 0.7466 -1.0221
H -3.3930 2.5219 -1.0404
C 4.2762 -0.5599 -1.7109
C 4.5050 -0.6421 -0.3949
H 4.2380 0.4115 -2.2221
H 4.1287 -1.4448 -2.3444
H 4.6464 0.2584 0.2081
H 4.5723 -1.5944 0.1348
N 0.7264 1.6452 3.0100
C 1.5665 1.8921 1.9477
C 2.3131 3.0773 1.9019
C 3.0896 3.3152 0.7741
C 3.0342 2.4121 -0.2794
C 2.2179 1.2843 -0.2021
N 1.6051 0.9675 0.9787
C -0.1292 0.5717 3.2242
C -0.7465 0.5789 4.4903
C -1.5608 -0.4844 4.8657
C -1.7780 -1.4696 3.9074
C -1.2120 -1.3635 2.6339
N -0.2968 -0.4004 2.3019
H 0.7738 2.2903 3.7789
H 2.2420 3.7357 2.7627
H 3.7679 4.1503 0.7396
H 3.6558 2.4998 -1.1800
H 2.1979 0.5494 -1.0283
H -0.5145 1.4397 5.1395
H -1.9986 -0.5095 5.8623
H -2.4064 -2.3364 4.1245
H -1.4516 -2.0692 1.8265
*
```

***

(5)
DFT (ωB97M-V/def2-TZVPD) results for a molecular structure, C33H65INO9P2S.

Calculated values
Orbital gap ... 6.61 eV
LUMO level ... -3.91 eV
HOMO energy ... -10.52 eV

```
! wB97M-V def2-TZVPD RIJCOSX def2/J DEFGRID3
* xyz 1 1
C 5.5445 0.6244 1.2326
C 5.4719 -0.6425 0.3572
C 4.9489 -0.3936 -1.0720
C 3.5400 -0.9473 -1.2419
C 3.0449 -0.9949 -2.6850
C 1.8055 -1.8752 -2.8782
C 0.6959 -1.5979 -1.8785
C -0.4771 -2.5914 -2.0026
C -0.9590 -3.2232 -0.6854
C -2.4648 -3.0040 -0.4253
C -2.8238 -1.5579 -0.3499
N -2.2434 -0.7761 0.5130
C -2.6384 0.6565 0.4581
C -3.5361 1.0513 1.6313
O -3.7190 2.4239 1.4717
C -4.4189 3.0438 2.5468
C -4.8800 4.4287 2.0923
C -6.3777 4.7005 2.2802
P -1.0572 1.7235 0.5905
O -0.9928 2.1888 2.1279
O 0.1375 0.6450 0.4827
S -0.9320 3.1268 -0.6679
C -3.2670 0.6832 -0.9507
P -4.1688 2.2452 -1.4984
C -5.9543 1.9528 -1.1788
C -6.7509 3.1970 -1.5867
C -4.0493 2.1389 -3.3451
C -3.7307 3.5114 -3.9699
C -3.8241 -0.7736 -1.1365
I -5.6098 -1.3459 -0.0375
C -4.0060 -1.0961 -2.6164
C -4.6176 -2.4356 -3.0501
C -6.0079 -2.3710 -3.6402
O -6.4684 -3.2678 -4.2702
O -6.6651 -1.1991 -3.4302
H 4.6746 0.6939 1.8898
H 5.5385 1.5280 0.6222
H 6.4304 0.6260 1.8624
H 6.4223 -1.1759 0.3678
H 4.7608 -1.3189 0.8394
H 4.8794 0.6894 -1.1961
H 5.6279 -0.7817 -1.8319
H 2.8784 -0.2851 -0.6701
H 3.4312 -1.9412 -0.8110
H 2.8646 0.0233 -3.0447
H 3.8317 -1.4010 -3.3270
H 2.1146 -2.9192 -2.7910
H 1.4202 -1.6852 -3.8836
H 0.3322 -0.5770 -2.0276
H 1.0847 -1.6287 -0.8613
H -1.3057 -2.0855 -2.5066
H -0.1725 -3.3870 -2.6830
H -0.8321 -4.3030 -0.7541
H -0.3642 -2.9050 0.1728
H -3.0061 -3.4831 -1.2357
H -2.7741 -3.4736 0.5112
H -1.5234 -1.1351 1.1239
H -4.4949 0.5302 1.6171
H -3.0493 0.8021 2.5851
H -3.7403 3.1210 3.4019
H -5.2797 2.4274 2.8266
H -4.6449 4.4908 1.0277
H -4.2744 5.1922 2.5777
H -6.7602 5.2804 1.4408
H -6.6005 5.2385 3.1981
H -6.9367 3.7626 2.2718
H -0.5037 1.6096 2.7224
H 0.3936 0.2081 1.3042
H -2.4008 0.6908 -1.6267
H -6.0564 1.7407 -0.1120
H -6.3203 1.0664 -1.7014
H -6.9872 3.1653 -2.6488
H -7.6809 3.2404 -1.0225
H -6.1788 4.1019 -1.3765
H -3.2891 1.4091 -3.6215
H -4.9908 1.7410 -3.7333
H -3.4639 4.2398 -3.2076
H -4.5867 3.8780 -4.5345
H -2.9106 3.4176 -4.6798
H -3.0418 -0.9510 -3.1044
H -4.6569 -0.3159 -2.9991
H -4.6551 -3.1803 -2.2577
H -4.0078 -2.8699 -3.8434
H -7.5624 -1.3920 -3.1264
O 2.8833 -4.3915 -0.2869
C 3.9828 -4.8533 -0.1128
O 5.0446 -4.0821 -0.3828
C 6.3935 -4.4480 -0.0550
C 7.0052 -5.3259 -1.1262
C 4.1880 -6.2862 0.3146
H 6.4476 -4.9027 0.9346
H 6.9252 -3.5005 0.0001
H 6.4817 -6.2775 -1.2173
H 8.0496 -5.5313 -0.8926
H 6.9557 -4.8254 -2.0927
H 4.1624 -6.9144 -0.5752
H 3.3616 -6.5687 0.9610
H 5.1190 -6.4653 0.8451
O 7.1334 1.0012 4.2305
C 6.3660 1.8156 4.6602
O 6.0261 2.8524 3.8665
C 5.0132 3.7999 4.2124
C 5.5481 4.9246 5.0732
C 5.8385 1.7521 6.0754
H 4.1617 3.2990 4.6770
H 4.6700 4.1905 3.2555
H 5.9113 4.5589 6.0335
H 4.7673 5.6619 5.2606
H 6.3785 5.4169 4.5685
H 6.5673 2.2250 6.7326
H 5.7528 0.7053 6.3537
H 4.8735 2.2303 6.2207
*
```

***

(6)
DFT (ωB97M-V/def2-TZVPD) results for 14 unconnected molecules or ions with the total composition C4H37NO16S at a distorted geometry.

Calculated values
Orbital gap ... 10.15 eV
LUMO level ... 0.03 eV
HOMO energy ... -10.12 eV

```
! wB97M-V def2-TZVPD RIJCOSX def2/J DEFGRID3
* xyz 0 1
C 2.5328 0.6236 1.3447
C 1.8789 1.0482 -0.1258
O 1.6431 -0.2571 -0.8280
S -0.0408 -0.3689 -1.1631
O -0.0963 -1.1027 -2.5597
O -0.8398 -1.4334 -0.0978
C -1.7402 -0.7306 0.8295
N -2.7193 0.2207 0.1776
C -2.3896 1.6745 0.4361
H 1.8884 -0.2839 1.7740
H 2.5133 1.5691 2.0347
H 3.6320 0.2380 1.0980
H 2.6780 1.6871 -0.7072
H 0.8909 1.6824 -0.0212
H -1.1815 -0.1895 1.7288
H -2.4008 -1.5767 1.3518
H -2.8862 0.0110 -0.8308
H -1.2443 1.9250 0.4632
H -2.8944 2.3863 -0.3436
H -2.8089 1.9235 1.5249
O 2.3821 3.6354 -1.3767
H 2.8149 3.5474 -2.2391
H 1.7197 4.3286 -1.5168
O 1.3531 -1.7795 3.2641
H 1.4900 -2.3144 2.4679
H 0.4737 -2.0425 3.5745
O 2.9517 -2.3012 -2.3826
H 2.0602 -1.9264 -2.3217
H 2.8049 -3.2588 -2.3622
O -5.0604 2.5517 -0.4961
H -5.9217 2.6250 -0.0582
H -4.6012 1.8610 0.0049
O 5.2224 -0.6733 1.7793
H 6.0171 -0.3722 2.2448
H 5.4955 -1.5048 1.3635
O 1.6640 4.0964 -3.9984
H 1.0076 3.4087 -3.8109
H 1.4633 4.3703 -4.9060
O -5.3073 -1.4358 0.7671
H -4.5587 -0.8355 0.6323
H -4.8991 -2.3138 0.8064
O 2.8918 0.5833 4.6512
H 3.5487 0.1349 5.2047
H 2.1944 -0.0789 4.5328
O 0.5548 6.4068 -2.2264
H 0.9876 6.3188 -3.0888
H -0.1076 7.1000 -2.3665
O -5.4452 -4.3102 -0.9178
H -5.0124 -4.3982 -1.7803
H -6.1076 -3.6170 -1.0580
O -7.8940 -6.0790 -0.4579
H -7.1339 -5.4942 -0.5966
H -8.3948 -5.6478 0.2508
O -0.2948 -4.1275 -2.1169
H -0.0385 -3.5510 -1.3815
H -0.2511 -3.5496 -2.8935
O 8.1154 0.5068 2.3161
H 8.5600 1.0537 1.6512
H 8.8401 0.0365 2.7551
*
```